1.
The molecule C8H10N2O2S in a non-equilibrium geometry. Source: OMol25; level of theory: the ωB97M-V functional and the def2-TZVPD basis.

ORCA input file:
```
! RIJCOSX wB97M-V def2-TZVPD def2/J DEFGRID3
* xyz 0 1
C 2.25 2.07 -0.04
C 2.57 0.63 -0.08
C 3.94 0.15 0.13
C 4.15 -1.24 -0.02
C 1.67 -0.42 -0.19
C 0.11 -0.72 -0.07
C -2.79 -1.09 -0.14
C -4.34 -0.61 0.39
H 1.50 2.46 0.73
H 1.56 2.43 -0.90
H 3.14 2.68 0.10
H 4.80 0.74 0.34
H 5.05 -1.80 0.23
H -0.27 -1.73 0.24
H -2.63 0.90 -0.28
H -5.13 -1.29 0.05
H -4.13 -0.39 1.68
H -4.23 0.40 -1.23
N -0.63 0.42 -0.20
N -2.04 0.01 -0.19
O -2.55 -2.27 -0.09
O -4.63 0.60 -0.24
S 2.64 -1.94 -0.18
*
```

Computed properties:
Gap between HOMO and LUMO   0.3127 Eh
LUMO energy   -0.1 eV
Structure (SMILES)   Cc1ccsc1/C=N/NC(=O)CO

natural (NBO) atomic charge list, values in e, 2 entries:
1 C -0.65
2 C -0.06



2.
The molecule C6H10O3 in a non-equilibrium geometry. Source: OMol25; level of theory: the ωB97M-V functional and the def2-TZVPD basis.

ORCA input file:
```
! RIJCOSX wB97M-V def2-TZVPD def2/J DEFGRID3
* xyz 0 1
C -1.41 -0.61 -0.87
C -1.06 0.76 0.76
C 0.15 1.36 0.01
C 1.47 0.54 0.31
C 1.33 -0.74 -0.32
C -0.04 -1.37 -0.09
H -0.87 0.03 -1.74
H -1.99 -1.40 -1.37
H -1.42 1.66 1.37
H -0.14 1.28 -1.12
H 0.05 2.55 0.38
H 2.10 1.25 -0.02
H 1.81 0.60 1.48
H 1.89 -1.57 0.25
H 1.65 -0.59 -1.45
H -0.19 -2.39 -0.52
O -2.14 0.36 -0.18
O -0.56 -1.55 1.27
O -0.62 -0.19 1.84
*
```

Computed properties:
Gap between HOMO and LUMO   0.3735 Eh
LUMO energy   0.8 eV
Structure (SMILES)   C1C[C@@H]2CO[C@H](C1)OO2

natural (NBO) atomic charge list, values in e, 2 entries:
1 C -0.09
2 C 0.31



3.
A structure of composition C19H25ClFN3O3 in a non-equilibrium geometry. Source: OMol25; level of theory: the ωB97M-V functional and the def2-TZVPD basis.

ORCA input file:
```
! RIJCOSX wB97M-V def2-TZVPD def2/J DEFGRID3
* xyz 0 1
C -3.06 -0.09 -2.82
N -2.91 0.12 -1.48
C -1.79 -0.01 -0.77
O -1.85 0.08 0.43
C -0.73 -0.81 -1.66
H -0.36 0.08 -2.04
C 0.23 -1.43 -0.43
N 1.31 -0.44 -0.12
C 0.90 0.15 1.18
H 0.06 0.64 1.22
H 1.70 0.98 1.63
C 0.71 -0.94 2.15
N -0.10 -2.18 1.61
C -0.42 -2.06 0.46
O -1.29 -2.96 -0.07
H -0.73 -2.59 2.49
H 1.82 -1.68 2.46
H 0.41 -0.73 3.30
C 2.11 0.56 -0.97
C 3.36 0.79 -0.27
C 3.74 2.03 -0.15
C 4.93 2.42 0.60
C 5.94 1.41 0.69
C 5.52 0.04 0.49
C 4.32 -0.10 -0.43
Cl 3.98 -1.87 -0.59
H 6.29 -1.00 0.46
H 6.96 1.66 0.99
H 5.22 3.31 0.79
F 2.96 3.01 -0.17
H 2.11 0.06 -1.92
H 1.43 1.37 -1.17
H 0.89 -1.98 -1.21
H -1.12 -1.54 -2.21
C -4.35 0.39 -0.79
C -4.22 2.01 -0.03
H -3.99 2.62 -0.94
H -3.50 1.78 0.97
C -5.65 2.12 0.58
O -6.12 1.19 1.55
C -6.00 -0.28 0.99
C -4.88 -0.54 0.45
H -4.94 -1.62 -0.25
H -4.04 -0.83 1.02
H -6.48 -0.84 1.54
H -6.70 -0.24 0.04
H -5.53 2.89 1.20
H -6.26 2.03 -0.19
H -5.06 0.61 -1.68
H -3.33 -1.08 -3.10
H -2.20 0.37 -3.43
H -3.96 0.47 -3.36
*
```

Computed properties:
Gap between HOMO and LUMO   0.2986 Eh
LUMO energy   0.0 eV

natural (NBO) atomic charge list, values in e, 2 entries:
1 C -0.41
2 N -0.47



no.,calculated total energy (eV)
1,-26363.9666
2,-12519.6750
3,-45943.6762